[1]
Formula: C47H40AsBrN3O9PbSSi
Source: OMol25
Level of theory: ωB97M-V/def2-TZVPD

The geometry in XYZ format:
```
104
Properties=species:S:1:pos:R:3
Pb -0.67 -1.57 0.94
C -3.43 -0.85 4.64
C -2.40 -1.42 3.86
N -1.44 -0.71 3.30
C -1.43 0.62 3.44
C -2.43 1.28 4.18
C -3.46 0.50 4.77
C -2.38 2.67 4.32
C -1.33 3.41 3.78
C -0.33 2.78 3.08
C -0.35 1.39 2.84
N 0.54 0.68 2.13
C 1.60 1.02 1.41
C 1.97 2.33 0.99
C 3.15 2.57 0.32
C 4.01 1.52 0.03
C 3.67 0.19 0.32
C 4.49 -0.90 -0.07
C 4.06 -2.16 0.17
C 2.81 -2.33 0.80
N 2.05 -1.34 1.20
C 2.45 -0.09 0.98
H -4.20 -1.48 5.05
H -2.34 -2.49 3.68
H -4.26 1.00 5.30
H -3.17 3.17 4.87
H -1.29 4.48 3.94
H 0.51 3.38 2.76
H 1.29 3.15 1.12
H 3.38 3.57 0.00
H 4.94 1.71 -0.50
H 5.42 -0.70 -0.59
H 4.63 -3.03 -0.12
H 2.40 -3.33 0.95
O -3.96 2.13 -0.14
As -3.72 0.54 0.64
O -4.36 0.65 2.14
O -2.06 0.34 0.51
C -4.66 -0.46 -0.74
C -5.48 0.29 -1.59
C -6.13 -0.31 -2.66
C -5.95 -1.66 -2.91
C -5.16 -2.42 -2.07
C -4.52 -1.82 -0.99
S -3.54 -2.92 0.03
O -4.28 -4.14 0.12
O -2.24 -3.03 -0.67
O -3.37 -2.18 1.29
H -3.45 2.77 0.37
H -5.60 1.35 -1.42
H -6.75 0.29 -3.31
H -6.45 -2.13 -3.76
H -5.03 -3.48 -2.23
C -0.76 -1.83 -3.72
C -0.64 -0.30 -3.67
C -2.01 0.27 -3.26
C -0.26 0.23 -5.06
Si 0.60 0.22 -2.34
O 0.43 -0.54 -0.96
C 0.38 2.11 -2.14
C 0.85 3.09 -3.02
C 0.60 4.44 -2.82
C -0.17 4.85 -1.73
C -0.69 3.89 -0.87
C -0.42 2.54 -1.07
C 2.38 -0.07 -2.99
C 2.81 -1.38 -3.22
C 4.11 -1.69 -3.60
C 5.04 -0.67 -3.77
C 4.66 0.64 -3.54
C 3.35 0.93 -3.16
H -1.58 -2.12 -4.40
H -0.98 -2.25 -2.74
H 0.15 -2.30 -4.10
H -2.81 -0.18 -3.88
H -2.06 1.35 -3.39
H -2.24 0.05 -2.22
H -1.02 -0.07 -5.80
H 0.70 -0.17 -5.40
H -0.20 1.32 -5.07
H 1.43 2.79 -3.89
H 0.99 5.17 -3.51
H -0.38 5.90 -1.58
H -1.33 4.20 -0.05
H -0.86 1.80 -0.42
H 2.11 -2.20 -3.07
H 4.40 -2.72 -3.77
H 6.06 -0.90 -4.07
H 5.37 1.45 -3.67
H 3.08 1.97 -2.98
Br 4.31 -4.73 3.31
C 3.48 -3.14 3.94
C 4.35 -2.16 4.41
C 3.85 -0.95 4.87
C 2.48 -0.73 4.86
C 1.64 -1.71 4.37
C 2.10 -2.93 3.89
C 1.05 -3.92 3.33
O 1.32 -5.12 3.40
O 0.02 -3.37 2.85
H 5.42 -2.35 4.41
H 4.54 -0.20 5.25
H 2.08 0.21 5.22
H 0.57 -1.54 4.30
```

## Properties
- Net charge: -1
- HOMO level: -5.66 eV
- Spin multiplicity: 1
- Energy: -227132.3669 eV
- E_LUMO: -1.6 eV

Löwdin population analysis, charges in e, atoms 1 to 4: number 1, Pb, carries 1.567; number 2, C, carries -0.013; number 3, C, carries -0.079; number 4, N, carries 0.037

***

[2]
Formula: C47H40Cl5N11OS2Sc
Source: OMol25
Level of theory: ωB97M-V/def2-TZVPD

The geometry in XYZ format:
```
107
Properties=species:S:1:pos:R:3
Sc 0.35 0.12 0.59
C -0.42 2.95 2.39
N 0.83 2.47 1.78
C 1.79 2.03 2.82
C 1.70 0.51 2.90
N 0.25 0.23 2.88
C 0.32 -1.65 4.62
C -1.50 -1.89 2.52
C 0.26 -2.90 5.34
C 1.37 -2.93 6.12
C 2.24 -1.82 5.83
C 1.66 -1.06 4.86
N 2.26 0.00 4.15
C -1.60 2.51 1.60
N -1.59 1.51 0.76
C -2.85 1.50 0.16
C -3.36 0.71 -0.87
C -4.65 0.96 -1.29
C -5.43 1.97 -0.70
C -4.93 2.77 0.30
C -3.62 2.52 0.70
N -2.79 3.15 1.62
H -0.51 2.54 3.40
H -0.43 4.04 2.48
H 1.26 3.22 1.24
H 2.80 2.28 2.52
H 1.58 2.48 3.79
H -2.24 -1.84 3.30
H -0.60 -3.56 5.38
H 1.56 -3.66 6.89
H 3.19 -1.63 6.29
H 3.26 -0.12 4.08
H -2.77 -0.07 -1.33
H -5.08 0.36 -2.08
H -6.44 2.12 -1.05
H -5.52 3.56 0.74
H -3.03 3.93 2.21
C -2.06 -5.00 1.19
N -1.31 -4.48 0.07
C -1.70 -4.69 -1.25
C -1.05 -3.85 -2.05
N -0.24 -3.03 -1.23
C -0.56 -3.29 0.14
S -1.70 -1.74 0.81
C 0.90 -2.38 -1.70
C 1.57 -2.90 -2.81
C 2.73 -2.29 -3.24
C 3.21 -1.17 -2.55
C 2.47 -0.71 -1.49
N 1.31 -1.27 -1.09
H -1.39 -5.34 1.99
H -2.64 -5.85 0.85
H -2.74 -4.24 1.60
H -2.43 -5.44 -1.50
H -1.08 -3.72 -3.12
H 1.21 -3.81 -3.27
H 3.27 -2.69 -4.08
H 4.13 -0.69 -2.83
H 2.80 0.15 -0.92
Cl 0.00 -1.39 3.02
C 0.94 -1.90 1.57
C 0.60 -3.29 1.17
C 1.81 -4.06 0.73
C 3.04 -3.53 0.76
C 3.28 -2.16 1.15
Cl 4.86 -1.50 0.83
C 2.29 -1.35 1.58
N 2.32 0.04 1.67
H 0.17 -3.83 2.03
H 1.67 -5.10 0.46
H 3.89 -4.13 0.48
Cl 1.38 8.13 2.37
C 1.20 7.35 0.84
C 0.15 6.48 0.63
C 0.05 5.83 -0.59
C 0.97 6.02 -1.61
C 0.89 5.31 -2.95
C -0.36 4.45 -3.21
N -0.22 3.07 -2.76
C -0.04 1.99 -3.59
C 0.19 0.92 -2.79
N 0.15 1.31 -1.47
C -0.11 2.60 -1.50
O 2.05 4.55 -3.27
C 2.66 3.79 -2.23
C 4.03 4.29 -1.92
C 4.47 4.64 -0.69
Cl 3.59 4.58 0.79
S 6.08 5.24 -0.69
C 6.19 5.00 -2.38
C 5.04 4.50 -2.91
C 1.97 6.97 -1.39
Cl 3.07 7.42 -2.65
C 2.11 7.62 -0.17
H -0.59 6.33 1.41
H -0.81 5.18 -0.74
H 0.88 6.10 -3.72
H -0.50 4.39 -4.28
H -1.26 4.90 -2.79
H -0.08 2.09 -4.66
H 0.36 -0.10 -3.09
H -0.21 3.23 -0.63
H 2.69 2.75 -2.57
H 2.07 3.82 -1.31
H 7.10 5.25 -2.90
H 4.90 4.30 -3.96
H 2.90 8.33 -0.02
```

## Properties
- Net charge: +1
- HOMO level: -8.86 eV
- Spin multiplicity: 1
- Energy: -172797.6790 eV
- E_LUMO: -2.0 eV

Löwdin population analysis, charges in e, atoms 1 to 4: number 1, Sc, carries 0.906; number 2, C, carries -0.119; number 3, N, carries -0.048; number 4, C, carries -0.129

***

[3]
Formula: C47H41N5O3RuTe
Source: OMol25
Level of theory: ωB97M-V/def2-TZVPD

The geometry in XYZ format:
```
98
Properties=species:S:1:pos:R:3
Ru -1.76 -0.01 0.32
O -0.27 -4.53 3.63
C 0.74 -4.60 2.73
C 1.72 -5.58 2.81
C 2.73 -5.65 1.87
C 2.78 -4.73 0.83
C 1.81 -3.76 0.74
C 0.78 -3.67 1.68
C -0.19 -2.58 1.57
O -0.34 -1.99 0.32
N -0.80 -2.03 2.54
N -1.60 -0.97 2.21
C -2.46 -0.60 3.19
C -3.48 0.31 2.88
C -4.43 0.78 3.82
C -5.42 1.63 3.40
C -5.48 2.02 2.06
C -4.52 1.54 1.19
N -3.55 0.71 1.58
H -0.20 -5.27 4.24
H 1.68 -6.30 3.62
H 3.49 -6.42 1.95
H 3.57 -4.78 0.09
H 1.84 -3.05 -0.07
H -2.38 -1.08 4.16
H -4.36 0.45 4.84
H -6.15 1.99 4.11
H -6.26 2.68 1.69
H -4.53 1.81 0.14
C -0.56 3.19 3.19
C -0.91 4.34 2.49
C -1.34 4.24 1.19
C -1.42 2.99 0.59
N -1.07 1.88 1.27
C -0.66 1.98 2.54
C -1.91 2.74 -0.77
C -2.13 3.74 -1.71
C -2.58 3.41 -2.98
C -2.80 2.09 -3.32
C -2.57 1.07 -2.40
C -2.13 1.39 -1.11
H -0.22 3.23 4.21
H -0.86 5.31 2.97
H -1.64 5.12 0.63
H -0.40 1.05 3.03
H -1.94 4.78 -1.46
H -2.75 4.20 -3.70
H -3.15 1.83 -4.32
H -2.75 0.04 -2.67
C 6.89 -0.65 1.14
C 5.49 -0.45 0.63
C 5.23 -0.28 -0.73
C 3.94 -0.09 -1.22
C 3.78 0.12 -2.70
C 2.88 -0.08 -0.30
Te 0.94 0.28 -1.10
N -0.72 -2.90 -0.72
C -1.82 -2.46 -1.24
O -2.49 -1.42 -0.79
C -2.38 -3.17 -2.41
C -1.62 -4.12 -3.09
C -2.16 -4.77 -4.18
C -3.45 -4.49 -4.60
C -4.21 -3.55 -3.92
C -3.67 -2.88 -2.83
C 1.21 2.28 -1.70
C 0.83 2.56 -3.01
C 0.91 3.85 -3.51
C 1.36 4.87 -2.68
C 1.74 4.59 -1.38
C 1.68 3.29 -0.86
C 2.14 3.03 0.55
C 3.11 -0.25 1.07
C 2.02 -0.26 2.11
C 4.41 -0.43 1.50
H 7.60 -0.75 0.32
H 6.95 -1.54 1.76
H 7.20 0.20 1.74
H 6.06 -0.29 -1.43
H 4.59 -0.38 -3.24
H 3.82 1.18 -2.94
H 2.84 -0.27 -3.08
H -0.61 -4.33 -2.77
H -1.57 -5.51 -4.72
H -3.87 -5.01 -5.45
H -5.22 -3.33 -4.24
H -4.26 -2.15 -2.29
H 0.48 1.76 -3.66
H 0.61 4.06 -4.53
H 1.43 5.88 -3.05
H 2.10 5.38 -0.74
H 2.11 3.95 1.14
H 3.17 2.67 0.55
H 1.53 2.28 1.04
H 1.06 0.05 1.70
H 2.28 0.41 2.93
H 1.90 -1.26 2.53
H 4.59 -0.57 2.57
```

## Properties
- Net charge: +1
- HOMO level (spin up / spin down): -8.53 / -10.44 eV
- Spin multiplicity: 6
- Energy: -72863.5573 eV
- Expectation value of S²: 8.81
- E_LUMO (spin up / spin down): -2.7 / -4.7 eV

Löwdin population analysis, charges in e, atoms 1 to 4: number 1, Ru, carries 1.522; number 2, O, carries 0.075; number 3, C, carries -0.256; number 4, C, carries -0.014

***

Question: Which formula does entry 1 have?
Answer: C47H40AsBrN3O9PbSSi